# CH2BN

CH2BN in the gas phase (wB97M-V/def2-TZVPD, the Open Molecules 2025 dataset).

Values from the calculation:
Energy above the lowest of the compared OMol25 structures with the same formula, charge and spin: 19.8 kJ/mol
E_HOMO: -11.897 eV
Total energy: -3234.1658 eV
Kohn-Sham gap: 10.54 eV
LUMO level: -1.360 eV
Structure (SMILES): BC#N

Element x y z (Å)
B -0.353 -0.014 0.048
C -1.876 -0.044 -0.006
N -3.024 0.032 0.001
H 0.305 -0.874 0.118
H 0.069 1.121 -0.432

Cartesian forces, eV/Å:
-1.236 4.414 -2.485
0.148 -0.178 0.622
-0.225 -0.047 -0.096
1.716 -2.438 0.760
-0.403 -1.750 1.199

=====

# CH2Br2S

2 unconnected molecules or ions with the total composition CH2Br2S (wB97M-V/def2-TZVPD, the Open Molecules 2025 dataset).

Values from the calculation:
Energy above the lowest of the compared OMol25 structures with the same formula, charge and spin: 43.8 kJ/mol
E_HOMO: -9.565 eV
Total energy: -151988.5419 eV
Kohn-Sham gap: 8.60 eV
LUMO level: -0.964 eV
Structure (SMILES): S=CBr.Br

Element x y z (Å)
S -1.226 0.412 -2.436
C -0.193 1.153 -1.480
Br 0.757 2.794 -2.046
H 0.241 0.880 -0.590
Br 0.519 -2.877 1.455
H 0.298 -1.495 1.638

Cartesian forces, eV/Å:
0.282 0.184 0.755
-0.361 1.247 -3.240
-0.481 -0.648 0.377
0.565 -0.783 2.104
0.029 -0.145 -0.036
-0.035 0.145 0.041

=====

# CH2Br3N2

A molecular structure, CH2Br3N2 (wB97M-V/def2-TZVPD, the Open Molecules 2025 dataset).

Values from the calculation:
Energy above the lowest of the compared OMol25 structures with the same formula, charge and spin: 418.1 kJ/mol
Total charge: +1
E_HOMO (alpha / beta): -14.429 / -13.990 eV
Total energy: -214163.2321 eV
Kohn-Sham gap (alpha / beta): 8.30 / 7.00 eV
LUMO level (alpha / beta): -6.127 / -6.987 eV

Element x y z (Å)
C -0.387 -0.622 -0.167
N 0.851 -0.929 -0.121
N -1.594 1.629 -0.495
Br -1.817 -1.756 -0.227
Br 2.211 0.274 -0.523
Br -3.154 1.032 -0.220
H 1.232 -1.973 0.154
H -1.223 1.818 0.380

Cartesian forces, eV/Å:
-0.311 0.862 -0.640
0.530 -3.242 0.951
1.718 -0.886 -2.492
0.706 -0.264 0.391
-0.120 0.044 0.219
-2.513 -0.406 0.205
-1.191 3.140 -1.071
1.179 0.751 2.438

=====

# CH2BrCl2P

CH2BrCl2P in the gas phase (wB97M-V/def2-TZVPD, the Open Molecules 2025 dataset).

Values from the calculation:
Energy above the lowest of the compared OMol25 structures with the same formula, charge and spin: 24.4 kJ/mol
E_HOMO: -9.712 eV
Total energy: -105446.3966 eV
Kohn-Sham gap: 10.18 eV
LUMO level: 0.471 eV
Structure (SMILES): ClP(Cl)CBr

Element x y z (Å)
Cl 1.564 -0.805 1.780
P 0.710 -1.065 -0.051
Cl -0.951 -2.127 0.350
C -0.025 0.719 -0.298
Br -1.303 0.758 -1.755
H -0.554 1.073 0.550
H 0.559 1.448 -0.576

Cartesian forces, eV/Å:
-0.059 0.189 0.347
0.380 1.444 -1.257
-0.555 -0.019 0.297
-3.171 -4.520 1.069
-0.183 -0.351 -0.162
-0.559 -0.070 1.021
4.147 3.327 -1.315

=====

# CH2BrCl2P

2 unconnected molecules or ions with the total composition CH2BrCl2P (wB97M-V/def2-TZVPD, the Open Molecules 2025 dataset).

Values from the calculation:
Energy above the lowest of the compared OMol25 structures with the same formula, charge and spin: 276.9 kJ/mol
E_HOMO (alpha / beta): -8.177 / -9.045 eV
Total energy: -105443.7801 eV
Kohn-Sham gap (alpha / beta): 7.39 / 8.02 eV
LUMO level (alpha / beta): -0.791 / -1.024 eV

Element x y z (Å)
C 0.395 -0.637 0.792
P 3.195 0.742 0.812
Cl 3.923 -1.086 0.996
Cl 2.981 0.927 -1.148
Br 0.895 -1.798 -0.650
H 0.141 -1.167 1.779
H -0.399 -0.026 0.600

Cartesian forces, eV/Å:
1.379 -2.977 1.819
-1.095 0.732 1.076
0.625 -1.091 0.117
0.047 0.200 -1.146
-0.499 0.556 0.847
1.190 0.511 -1.499
-1.647 2.069 -1.214

=====

# CH2BrClO

2 unconnected molecules or ions with the total composition CH2BrClO (wB97M-V/def2-TZVPD, the Open Molecules 2025 dataset).

Values from the calculation:
Energy above the lowest of the compared OMol25 structures with the same formula, charge and spin: 257.3 kJ/mol
E_HOMO (alpha / beta): -9.895 / -9.892 eV
Total energy: -85678.6264 eV
Kohn-Sham gap (alpha / beta): 9.05 / 9.05 eV
LUMO level (alpha / beta): -0.840 / -0.840 eV

Element x y z (Å)
C 0.346 0.292 0.487
O -1.082 -0.996 -0.509
Cl 0.026 1.843 -0.041
Br 1.916 -0.551 -0.009
H -0.059 -0.018 1.441
H -1.148 -0.570 -1.369

Cartesian forces, eV/Å:
-2.439 -2.837 -1.661
2.060 1.736 1.924
0.010 0.459 -0.039
0.190 0.143 0.053
0.056 0.206 -0.081
0.123 0.293 -0.196

=====

# CH2BrF2N

A molecular structure, CH2BrF2N (wB97M-V/def2-TZVPD, the Open Molecules 2025 dataset).

Values from the calculation:
Energy above the lowest of the compared OMol25 structures with the same formula, charge and spin: 198.3 kJ/mol
E_HOMO: -10.112 eV
Total energy: -78034.1780 eV
Kohn-Sham gap: 10.48 eV
LUMO level: 0.368 eV

Element x y z (Å)
C -0.193 0.409 0.143
N 0.318 -0.904 0.205
F 0.593 1.486 0.398
F -1.284 0.523 0.978
Br 1.817 -0.988 -0.782
H -0.322 0.610 -1.393
H 0.584 -1.267 1.059

Cartesian forces, eV/Å:
-1.460 1.103 -3.996
-1.185 1.359 -1.238
0.108 -0.697 0.701
1.216 -0.263 -1.314
1.618 -0.418 -1.312
-0.402 -0.596 4.515
0.106 -0.487 2.643

=====

# CH2BrF2N

2 unconnected molecules or ions with the total composition CH2BrF2N (wB97M-V/def2-TZVPD, the Open Molecules 2025 dataset).

Values from the calculation:
Energy above the lowest of the compared OMol25 structures with the same formula, charge and spin: 375.3 kJ/mol
E_HOMO (alpha / beta): -9.661 / -9.331 eV
Total energy: -78032.3434 eV
Kohn-Sham gap (alpha / beta): 8.61 / 8.43 eV
LUMO level (alpha / beta): -1.047 / -0.897 eV

Element x y z (Å)
C -0.496 -0.149 0.148
N 0.759 0.238 -0.409
F -0.721 0.396 1.348
F -0.673 -1.462 0.210
Br 2.023 1.044 0.744
H -1.940 0.569 -1.097
H 1.049 -0.636 -0.944

Cartesian forces, eV/Å:
-0.652 2.126 -0.860
-1.160 -1.722 -0.634
-0.260 -0.269 -0.848
-0.236 -0.045 -0.138
-0.265 -0.616 -0.435
2.161 -1.199 1.942
0.412 1.725 0.972

=====

Q: The highest total energy belongs to which entry?
A: CH2BN

=====

Q: Among the records above, which one has the highest total energy?
A: CH2BN

=====

Q: Among the records above, which one has the lowest total energy?
A: CH2Br3N2

=====

Q: What is the energy above the lowest of the compared OMol25 structures with the same formula, charge and spin in the first record?
A: 19.8 kJ/mol